# 1
Formula: C7H12N3O2
Source: the OMol25 dataset
Level of theory: the ωB97M-V functional and the def2-TZVPD basis

Results
- HOMO level (alpha / beta) (eV) = -14.632 / -14.632
- net charge = +1
- SMILES string = O=c1[nH][n+](C2CCCCC2)no1
- energy (eV) = -16007.0685
- HOMO-LUMO gap (alpha / beta) (eV) = 8.39 / 8.39

```
24
C7H12N3O2, DFT the ωB97M-V functional and the def2-TZVPD basis
C 3.86 0.21 0.26
C -2.50 -0.33 -0.19
C -1.96 1.03 -0.56
C -1.61 -1.14 0.78
C -0.50 1.00 -1.01
C -0.24 -1.17 0.26
C 0.27 0.31 0.19
N 2.26 0.06 -1.37
N 2.60 0.42 0.91
N 1.63 0.31 -0.08
O 4.90 0.24 0.79
O 3.52 -0.03 -1.09
H -3.44 -0.20 0.15
H -2.43 -0.85 -1.15
H -2.59 1.53 -1.32
H -2.10 1.50 0.37
H -1.70 -0.64 1.84
H -2.02 -2.13 0.86
H -0.54 0.26 -1.88
H -0.10 1.91 -1.16
H 0.33 -1.67 0.98
H -0.16 -1.66 -0.70
H 0.08 0.52 1.20
H 2.44 0.53 1.90
```

=====

# 2
Formula: C7H12N3O3S
Source: the OMol25 dataset
Level of theory: the ωB97M-V functional and the def2-TZVPD basis

Results
- HOMO level (eV) = -11.334
- net charge = +1
- energy (eV) = -28890.0012
- HOMO-LUMO gap (eV) = 5.91

```
26
C7H12N3O3S, DFT the ωB97M-V functional and the def2-TZVPD basis
O 2.23 2.45 -2.41
N 1.89 1.37 -2.21
O 0.62 1.37 -1.52
C 0.55 0.44 -0.43
C 1.91 -0.10 -0.05
C 2.76 0.60 0.79
C 4.00 0.04 1.05
N 4.30 -1.13 0.49
N 3.53 -1.85 -0.30
C 2.35 -1.33 -0.57
H 0.14 1.00 0.41
H -0.14 -0.37 -0.65
H 2.49 1.56 1.22
H 4.74 0.51 1.68
H 5.21 -1.54 0.67
H 1.72 -1.91 -1.23
C -4.72 -0.75 1.09
S -3.92 -0.75 -0.51
O -2.80 -1.73 -0.46
C -3.17 0.87 -0.34
H -5.23 -1.71 1.21
H -3.97 -0.63 1.88
H -5.45 0.05 1.13
H -2.52 0.87 0.54
H -3.94 1.63 -0.25
H -2.58 1.06 -1.24
```

=====

# 3
Formula: C7H12N3V
Source: the OMol25 dataset
Level of theory: the ωB97M-V functional and the def2-TZVPD basis

Results
- HOMO level (alpha / beta) (eV) = -1.325 / -4.216
- net charge = -1
- <S²> = 3.782
- spin multiplicity = 4
- energy (eV) = -37607.5574
- HOMO-LUMO gap (alpha / beta) (eV) = 4.13 / 7.01

```
23
C7H12N3V, DFT the ωB97M-V functional and the def2-TZVPD basis
C 0.24 3.21 1.06
V 0.23 1.31 0.30
N 0.43 2.18 -1.78
H 0.02 0.78 1.75
H 1.65 1.20 0.84
H 0.51 3.24 2.13
H -0.80 3.57 0.93
H 0.94 3.86 0.50
H -0.34 1.99 -2.44
H 1.29 1.87 -2.26
H 0.51 3.21 -1.72
N -3.45 -3.87 -0.33
C -2.48 -3.25 -0.30
C -1.25 -2.51 -0.20
C -0.22 -3.10 0.54
C 0.99 -2.45 0.66
C 1.15 -1.21 0.06
N 0.12 -0.55 -0.56
C -1.08 -1.20 -0.73
H -0.36 -4.04 1.06
H 1.77 -2.86 1.29
H 2.07 -0.70 0.32
H -1.93 -0.68 -1.14
```

=====

# 4
Formula: C7H12N4O2
Source: the OMol25 dataset
Level of theory: the ωB97M-V functional and the def2-TZVPD basis

Results
- HOMO level (alpha / beta) (eV) = -8.489 / -8.486
- energy (eV) = -17499.4489
- HOMO-LUMO gap (alpha / beta) (eV) = 7.88 / 7.86

```
25
C7H12N4O2, DFT the ωB97M-V functional and the def2-TZVPD basis
C 2.02 0.25 0.31
C -0.50 -0.03 0.19
C 2.00 -1.14 0.20
C -1.83 1.45 -1.12
C -1.37 1.97 1.36
C -1.35 -2.26 -0.20
C -1.59 0.91 0.26
N 0.95 -1.89 0.11
N -0.29 -1.27 0.09
N 3.21 -1.81 0.07
N 2.71 1.03 -0.48
O 2.30 2.02 -1.10
O 3.93 0.65 -0.52
H -1.80 0.51 -1.71
H -0.99 2.16 -1.39
H -2.95 1.69 -1.06
H -1.56 1.54 2.39
H -2.18 2.77 1.46
H -0.38 2.36 1.23
H -1.06 -2.94 -0.87
H -1.56 -2.63 0.81
H -2.21 -1.68 -0.49
H -2.61 0.43 0.40
H 4.07 -1.38 0.25
H 3.06 -2.72 -0.20
```

=====

# 5
Formula: C7H12N4O2
Source: the OMol25 dataset
Level of theory: the ωB97M-V functional and the def2-TZVPD basis

Results
- HOMO level (eV) = -8.701
- SMILES string = CN1O[C@H](n2ccnn2)C[C@@H]1CO
- energy (eV) = -17506.0830
- HOMO-LUMO gap (eV) = 9.53

```
25
C7H12N4O2, DFT the ωB97M-V functional and the def2-TZVPD basis
C 0.68 2.85 0.60
C -0.94 -0.31 0.84
C -1.50 0.10 -0.55
C -0.57 1.28 -0.89
C 0.73 0.86 -1.61
C -0.04 -2.50 1.75
C 0.74 -3.43 1.13
H 0.45 3.70 -0.05
H 1.65 2.42 0.35
H 0.73 3.22 1.64
H -1.68 -0.40 1.62
H -1.52 -0.69 -1.29
H -2.50 0.51 -0.40
H -1.10 2.00 -1.53
H 1.47 0.42 -0.92
H 1.20 1.72 -2.13
H 0.50 -0.93 -2.13
H -0.44 -2.41 2.74
H 1.03 -4.40 1.49
N -0.41 1.88 0.44
N -0.23 -1.55 0.79
N 0.97 -3.08 -0.15
N 0.40 -1.91 -0.35
O -0.05 0.71 1.21
O 0.43 -0.06 -2.60
```

=====

# 6
Formula: C7H12N5
Source: the OMol25 dataset
Level of theory: the ωB97M-V functional and the def2-TZVPD basis

Results
- HOMO level (alpha / beta) (eV) = -8.865 / -13.365
- net charge = +1
- <S²> = 2.017
- spin multiplicity = 3
- energy (eV) = -14894.6518
- HOMO-LUMO gap (alpha / beta) (eV) = 6.20 / 7.22

```
24
C7H12N5, DFT the ωB97M-V functional and the def2-TZVPD basis
C 2.97 -1.40 0.25
C 1.60 0.35 0.09
C 0.93 -0.90 -0.21
C 0.99 1.52 -0.25
C -1.18 0.21 -0.12
C -1.58 0.16 1.38
C -0.92 -2.03 -1.28
N 1.82 -1.92 -0.12
N 2.93 -0.06 0.42
N -0.35 -0.96 -0.47
N -0.36 1.38 -0.46
N 1.56 2.67 -0.41
H 3.85 -1.95 0.41
H -2.15 0.06 -0.67
H -2.10 -0.78 1.51
H -2.12 1.00 1.37
H -0.71 0.19 2.00
H -0.72 -1.61 -2.39
H -0.45 -3.00 -1.17
H -2.00 -2.15 -1.13
H 3.68 0.52 0.83
H -0.83 2.08 -0.91
H 2.61 2.86 -0.47
H 1.02 3.42 -0.85
```